(A)
ORCA calculation (the ωB97M-V functional and the def2-TZVPD basis) on a cluster of 2 separate species, C2H4NO3S in total.

## Properties
Kohn-Sham gap ... 9.008 eV
HOMO ... -5.359 eV

Structure (ORCA input):
```
! RIJCOSX wB97M-V def2-TZVPD def2/J DEFGRID3
* xyz -1 1
C 2.153 0.294 -0.206
C 3.289 -0.306 -0.336
N 1.150 0.905 -0.003
O -3.289 -1.335 -0.180
O -3.783 1.016 -0.042
O -1.429 0.290 -0.112
S -2.823 -0.010 0.258
H 3.721 -0.855 0.449
H -2.849 0.000 1.611
H 3.652 -0.657 -1.360
H 0.208 0.657 -0.080
*
```

=====

(B)
ORCA calculation (the ωB97M-V functional and the def2-TZVPD basis) on the ion C2H4NO3S with charge -1.

## Properties
Kohn-Sham gap ... 8.013 eV
HOMO ... -3.920 eV

Structure (ORCA input):
```
! RIJCOSX wB97M-V def2-TZVPD def2/J DEFGRID3
* xyz -1 1
C -0.343 1.745 0.226
C -0.908 -0.728 -0.143
N 0.018 0.300 -0.406
O 1.566 -1.167 1.037
O 0.363 2.690 0.244
O 2.130 -1.019 -1.351
S 1.847 -0.311 -0.106
H -1.297 1.482 0.828
H -1.542 -0.865 -1.013
H -0.331 -1.565 -0.102
H -1.503 -0.561 0.786
*
```

=====

It is (A) that is the most stable of them.

=====

(A)
ORCA calculation (the ωB97M-V functional and the def2-TZVPD basis) on an isolated molecule of C11H14O3S.

## Properties
Kohn-Sham gap ... 9.050 eV
SMILES ... COC(=O)C1(SC)C(C)=CC(=O)C=C1C
HOMO ... -9.087 eV

Structure (ORCA input):
```
! RIJCOSX wB97M-V def2-TZVPD def2/J DEFGRID3
* xyz 0 1
C 3.051 -1.781 -0.182
O 1.753 -1.201 0.034
C 1.622 0.100 0.101
O 2.551 0.859 0.152
C 0.153 0.456 0.066
S 0.155 2.301 0.092
C -1.679 2.547 0.027
C -0.475 -0.160 -1.222
C 0.122 -0.076 -2.615
C -1.701 -0.679 -1.197
C -2.446 -0.909 0.017
O -3.476 -1.529 -0.087
C -1.715 -0.641 1.241
C -0.518 -0.054 1.285
C 0.293 0.140 2.596
H 2.982 -2.732 -0.537
H 3.424 -1.784 0.863
H 3.563 -1.185 -0.816
H -1.696 3.626 0.312
H -2.037 2.055 0.812
H -1.920 2.120 -0.859
H 0.658 0.950 -2.685
H -0.612 -0.116 -3.300
H 0.936 -0.763 -2.716
H -1.956 -0.981 -2.179
H -2.199 -1.033 2.212
H 0.741 -0.736 2.744
H -0.500 0.328 3.442
H 0.927 0.877 2.401
*
```

=====

(B)
ORCA calculation (the ωB97M-V functional and the def2-TZVPD basis) on an isolated molecule of C11H14O3S.

## Properties
Kohn-Sham gap ... 8.763 eV
HOMO ... -8.525 eV

Structure (ORCA input):
```
! RIJCOSX wB97M-V def2-TZVPD def2/J DEFGRID3
* xyz 0 1
C 1.452 0.124 -1.655
C 2.380 0.698 -0.869
C -1.349 1.068 -0.858
C -1.307 -0.558 0.943
C 1.144 -1.750 -0.061
C 2.018 -1.184 1.034
C 0.419 -0.747 -0.943
C 2.298 0.335 0.556
C -0.415 0.262 -0.061
C -1.943 2.259 -0.097
C -2.573 -1.321 0.530
O -1.581 0.762 -2.010
O -1.025 -0.521 2.118
O 0.908 2.604 0.859
S 0.731 1.176 1.160
H 1.146 0.284 -2.716
H 3.216 1.267 -1.376
H 1.790 -2.234 -0.746
H 0.478 -2.413 0.333
H 1.498 -1.181 1.976
H 2.983 -1.652 1.113
H -0.264 -1.094 -1.653
H 3.051 0.776 1.031
H -1.313 3.233 -0.418
H -2.092 2.186 0.940
H -2.900 2.321 -0.530
H -3.402 -0.970 1.143
H -2.493 -2.426 0.808
H -2.858 -1.303 -0.550
*
```

=====

It is (A) that is the most stable of them.

=====

(A)
ORCA calculation (the ωB97M-V functional and the def2-TZVPD basis) on an isolated molecule of C19H21N3O3.

## Properties
Kohn-Sham gap ... 8.475 eV
SMILES ... CCOc1ccc(N2C[C@@H](C(=O)NCc3ccccn3)CC2=O)cc1
HOMO ... -7.771 eV

Structure (ORCA input):
```
! RIJCOSX wB97M-V def2-TZVPD def2/J DEFGRID3
* xyz 0 1
C -0.633 0.206 -7.646
C 0.675 0.896 -7.270
O 0.505 1.883 -6.274
C 0.345 1.513 -4.972
C 0.418 0.218 -4.476
C 0.258 -0.024 -3.122
C 0.016 1.015 -2.231
N -0.162 0.748 -0.864
C -0.482 -0.591 -0.405
C -0.921 -0.412 1.051
C -0.490 -1.583 1.931
O 0.225 -2.484 1.545
N -0.999 -1.517 3.179
C -0.521 -2.368 4.242
C 0.012 -1.547 5.388
C 0.752 -2.130 6.412
C 1.206 -1.324 7.442
C 0.907 0.031 7.416
C 0.160 0.513 6.354
N -0.278 -0.253 5.369
C -0.224 0.886 1.464
C 0.007 1.632 0.155
O 0.306 2.801 0.070
C -0.059 2.316 -2.730
C 0.106 2.556 -4.075
H -1.054 -0.321 -6.793
H -1.355 0.945 -7.982
H -0.455 -0.505 -8.448
H 1.431 0.162 -6.964
H 1.063 1.447 -8.132
H 0.609 -0.623 -5.125
H 0.335 -1.041 -2.773
H -1.268 -1.028 -1.025
H 0.398 -1.245 -0.434
H -2.006 -0.297 1.116
H -1.419 -0.658 3.503
H 0.259 -3.015 3.828
H -1.337 -3.007 4.606
H 0.966 -3.187 6.394
H 1.786 -1.743 8.250
H 1.245 0.693 8.197
H -0.104 1.559 6.280
H -0.795 1.499 2.159
H 0.753 0.688 1.912
H -0.234 3.137 -2.057
H 0.053 3.561 -4.463
*
```

=====

(B)
ORCA calculation (the ωB97M-V functional and the def2-TZVPD basis) on an isolated molecule of C19H21N3O3.

## Properties
Kohn-Sham gap ... 9.259 eV
SMILES ... COC(CNC(=O)c1ccc2c(c1)ncn2-c1cccc(C)c1)OC
HOMO ... -8.632 eV

Structure (ORCA input):
```
! RIJCOSX wB97M-V def2-TZVPD def2/J DEFGRID3
* xyz 0 1
C 3.819 -2.499 3.859
O 2.807 -2.964 4.728
C 1.509 -2.840 4.214
C 0.949 -1.396 4.413
N 0.475 -0.818 3.183
C 1.283 -0.079 2.380
O 2.410 0.240 2.713
C 0.671 0.349 1.091
C -0.211 -0.482 0.384
C -0.770 -0.096 -0.817
C -0.439 1.163 -1.297
C 0.480 1.998 -0.613
C 1.043 1.586 0.585
N 0.666 3.152 -1.332
C -0.074 3.024 -2.385
N -0.779 1.851 -2.438
C -1.680 1.468 -3.444
C -2.901 0.893 -3.110
C -3.775 0.529 -4.116
C -3.446 0.741 -5.444
C -2.233 1.325 -5.788
C -1.859 1.545 -7.221
C -1.352 1.683 -4.776
O 0.680 -3.815 4.769
C 0.750 -3.944 6.178
H 3.872 -3.123 2.959
H 4.749 -2.580 4.416
H 3.655 -1.459 3.562
H 1.509 -3.063 3.131
H 0.129 -1.421 5.133
H 1.750 -0.758 4.793
H -0.432 -1.101 2.851
H -0.436 -1.470 0.761
H -1.423 -0.757 -1.365
H 1.752 2.200 1.115
H -0.165 3.771 -3.150
H -3.166 0.755 -2.073
H -4.725 0.083 -3.862
H -4.139 0.454 -6.221
H -1.160 0.774 -7.545
H -2.735 1.502 -7.863
H -1.373 2.510 -7.350
H -0.398 2.124 -5.025
H 1.761 -4.207 6.493
H 0.060 -4.746 6.430
H 0.445 -3.024 6.685
*
```

=====

It is (A) that is the most stable of them.